1.
63
Properties=species:S:1:pos:R:3 method="wB97M-V/def2-TZVPD" e_above_lowest_kcal_mol=34.4 lumo_energy_ev=0.3 charge=0 e_homo_ha=-0.3594 smiles=CCO.CCO.CCO.CCO.CCO.CCO.CCO
C 0.3515 -4.8058 -0.4804
C 1.5920 -3.9930 -0.7016
O 1.3429 -2.8492 -1.5133
H 0.0549 -5.3464 -1.3870
H -0.5032 -4.2080 -0.1666
H 0.5236 -5.5943 0.2599
H 2.3730 -4.6103 -1.1572
H 1.9932 -3.6375 0.2516
H 1.5861 -3.0388 -2.4333
C -4.8139 2.5423 0.1375
C -3.6151 3.4034 0.4713
O -3.9132 4.8098 0.3258
H -4.5153 1.4980 -0.0003
H -5.3153 2.8529 -0.7814
H -5.5631 2.5586 0.9303
H -2.7431 3.1249 -0.1241
H -3.3555 3.3130 1.5243
H -3.8213 5.0361 -0.6028
C 2.5447 4.6401 0.8398
C 3.6429 5.3651 0.1217
O 3.1363 6.6144 -0.3201
H 1.6266 4.5940 0.2520
H 2.2529 5.1750 1.7474
H 2.8535 3.6314 1.1120
H 4.0188 4.7555 -0.7112
H 4.4971 5.5217 0.7939
H 3.8267 7.0821 -0.7976
C -0.4281 -2.3067 -4.3456
C 0.5676 -3.2599 -4.9868
O 1.7802 -3.2701 -4.2320
H -0.4545 -2.3920 -3.2591
H -1.4264 -2.4907 -4.7402
H -0.1575 -1.2727 -4.5708
H 0.7835 -2.8859 -5.9930
H 0.1353 -4.2581 -5.0847
H 2.2641 -4.0763 -4.4324
C 0.6621 1.7284 -0.8944
C 0.9849 0.2784 -1.1615
O 0.3779 -0.5337 -0.1580
H -0.4147 1.8823 -0.7815
H 0.9276 2.2997 -1.7865
H 1.1818 2.0821 -0.0082
H 2.0724 0.1457 -1.1163
H 0.6515 -0.0177 -2.1610
H 0.5379 -1.4592 -0.3865
C -3.0506 0.6572 3.2700
C -2.1055 0.4309 2.1145
O -0.9550 1.2711 2.2751
H -3.7936 -0.1459 3.2918
H -3.5856 1.5922 3.1052
H -2.5677 0.6533 4.2440
H -2.6084 0.7165 1.1836
H -1.7765 -0.6084 2.0230
H -0.3346 1.0119 1.5831
C 0.9481 -3.6729 3.3503
C 1.1242 -2.2153 3.0400
O 2.0480 -1.6711 3.9635
H 0.1676 -4.0650 2.6912
H 0.6047 -3.8075 4.3734
H 1.8753 -4.2119 3.1620
H 0.1639 -1.6928 3.1559
H 1.4434 -2.0835 2.0005
H 2.2992 -0.7877 3.6809

2.
23
Properties=species:S:1:pos:R:3 method="wB97M-V/def2-TZVPD" e_above_lowest_kcal_mol=92.9 lumo_energy_ev=0.1 charge=0 e_homo_ha=-0.3594 smiles="O=c1cc[nH]c(=O)[nH]1.c1ccncc1"
C 2.8703 1.2647 -0.2809
C 1.4679 1.0508 -0.5186
C 1.0800 -0.1932 -0.5617
C 3.1047 -1.2658 0.1760
C -1.6413 -0.9964 0.1635
C -1.4343 0.2462 0.7604
C -2.4073 1.1513 0.7343
C -3.5599 0.7885 0.0757
C -3.8292 -0.5576 -0.3275
H 4.3517 0.4886 0.8047
H 0.9197 1.8789 -0.7388
H 0.1383 -0.4969 -1.0529
H 1.6743 -2.4353 -0.3630
H -0.7011 -1.7072 -0.0452
H -0.3374 0.4891 1.1564
H -2.2456 2.1844 0.9675
H -4.4432 1.4546 0.0014
H -4.7863 -0.5738 -0.9342
N 3.3803 0.0666 0.3866
N 1.8424 -1.3341 -0.2353
N -2.8524 -1.5235 -0.3509
O 3.5714 2.2750 -0.1995
O 3.8369 -2.2547 0.3819

3.
101
Properties=species:S:1:pos:R:3 method="wB97M-V/def2-TZVPD" lumo_energy_ev=0.0 charge=0 e_homo_ha=-0.3510 smiles="CCCOCC(=O)OC.O=C1OCCO1.O=C1OCCO1.O=C1OCCO1.O=C1OCCO1.O=C1OCCO1.O=C1OCCO1.O=C1OCCO1.O=C1OCCO1"
C -2.7717 0.0103 2.9467
C -2.1938 0.8163 1.7686
C -3.1934 1.1997 0.6971
O -4.2130 2.0603 1.2093
C -5.4868 1.4834 1.2744
C -6.3268 2.2615 2.2809
O -5.8490 2.9569 3.1358
O -7.6679 2.1815 2.1325
C -8.2323 0.9359 1.6891
H -3.7873 -0.3418 2.7603
H -2.8077 0.6108 3.8564
H -2.1579 -0.8715 3.1345
H -1.3934 0.2582 1.2878
H -1.7695 1.7498 2.1504
H -2.6707 1.7678 -0.0805
H -3.6291 0.3200 0.2090
H -5.4245 0.4454 1.6206
H -5.9798 1.5001 0.2943
H -8.6761 1.0748 0.7022
H -7.5056 0.1278 1.6648
H -9.0206 0.6710 2.3883
C -4.9568 5.4372 6.3412
C -5.9191 4.3284 5.9647
O -6.9449 4.4774 6.9598
C -6.9216 5.7476 7.4160
O -7.7455 6.2336 8.1213
O -5.8221 6.3956 6.9594
H -4.4561 5.8857 5.4878
H -4.2136 5.1172 7.0745
H -6.3561 4.4669 4.9782
H -5.4898 3.3328 6.0218
C 1.0411 -2.1024 -2.2708
C 1.7592 -1.2762 -1.2286
O 0.6994 -0.9549 -0.3131
C -0.2757 -1.8781 -0.4490
O -1.2188 -1.9584 0.2745
O -0.0413 -2.6724 -1.5130
H 1.6638 -2.8859 -2.6926
H 0.6198 -1.4938 -3.0696
H 2.5158 -1.8533 -0.7017
H 2.2054 -0.3701 -1.6219
C 0.5903 3.1060 -4.0349
C 0.0097 1.7378 -3.7447
O 1.1928 0.9311 -3.5812
C 2.2131 1.7484 -3.2417
O 3.2796 1.3691 -2.8582
O 1.8609 3.0363 -3.3652
H 0.0044 3.9178 -3.6172
H 0.7798 3.2836 -5.0945
H -0.5485 1.7220 -2.8092
H -0.6001 1.3372 -4.5499
C 6.4706 -2.9034 0.7099
C 6.5042 -4.4193 0.6461
O 5.2436 -4.7247 0.0353
C 4.8411 -3.6530 -0.6723
O 3.9335 -3.6264 -1.4383
O 5.6184 -2.5766 -0.3966
H 7.4434 -2.4363 0.5780
H 6.0068 -2.5359 1.6264
H 7.3025 -4.7916 0.0027
H 6.5657 -4.8979 1.6189
C 7.7502 0.5186 -2.9604
C 7.2873 -0.8946 -2.6665
O 8.5326 -1.6037 -2.5669
C 9.5077 -0.7166 -2.2476
O 10.6116 -1.0222 -1.9321
O 9.0442 0.5465 -2.3386
H 7.1149 1.2846 -2.5257
H 7.8712 0.7074 -4.0277
H 6.7648 -0.9769 -1.7166
H 6.6743 -1.3252 -3.4539
C 2.7228 3.8964 0.7588
C 2.5820 2.4002 0.5419
O 1.2555 2.3003 0.0140
C 0.9267 3.4850 -0.5410
O -0.0260 3.6551 -1.2333
O 1.8382 4.4292 -0.2339
H 3.7281 4.2725 0.5923
H 2.3716 4.2101 1.7431
H 3.2818 2.0186 -0.2043
H 2.6585 1.8136 1.4531
C 9.4460 -3.7072 -5.0435
C 9.4969 -5.2206 -5.1316
O 8.2381 -5.5298 -5.7373
C 7.8094 -4.4424 -6.4232
O 6.8818 -4.4296 -7.1623
O 8.5897 -3.3714 -6.1420
H 10.4139 -3.2292 -5.1689
H 8.9857 -3.3555 -4.1219
H 10.2967 -5.5758 -5.7837
H 9.5716 -5.7126 -4.1657
C -11.7515 -1.9484 2.0037
C -11.5835 -3.1674 2.8922
O -10.2235 -3.5376 2.6431
C -9.5534 -2.4494 2.2060
O -8.3764 -2.3811 2.0678
O -10.4161 -1.4361 1.9442
H -12.4167 -1.1940 2.4141
H -12.0712 -2.2088 0.9935
H -11.6923 -2.9289 3.9512
H -12.2413 -3.9925 2.6346

4.
87
Properties=species:S:1:pos:R:3 method="wB97M-V/def2-TZVPD" e_above_lowest_kcal_mol=0.0 lumo_energy_ev="0.2 / -0.5" charge=0 e_homo_ha="-0.2671 / -0.2881" multiplicity=3
Ti 0.0362 -0.0460 4.7345
C -2.1826 0.0684 5.8470
C -2.1907 -0.3382 4.5022
C -2.6441 0.5189 3.3402
C -1.6040 1.5061 2.7188
C -0.4306 1.8748 3.5807
C -0.5270 2.2010 4.9474
C -1.8408 2.5996 5.5793
C -2.5619 1.4425 6.3067
C 2.0647 0.2148 4.2675
H -2.2919 -0.7007 6.6161
H -2.1961 -1.4202 4.3016
H -3.5437 1.0908 3.6227
H -2.9611 -0.1735 2.5352
H -1.2371 1.0968 1.7553
H -2.1335 2.4365 2.4372
H 0.4745 2.2080 3.0612
H 0.3462 2.6962 5.3968
H -2.5115 3.0627 4.8345
H -1.6163 3.3823 6.3281
H -2.3587 1.5549 7.3875
H -3.6551 1.5658 6.2146
H 2.7005 -0.2641 5.0253
H 2.3787 1.2578 4.1387
H 2.2038 -0.3300 3.3232
P -0.0024 -2.0847 -4.2534
P 1.9276 0.5368 -4.5117
C -0.6335 -0.4954 -4.8640
C 0.1931 0.5780 -5.0219
C -0.8240 -3.2866 -5.3930
C -2.0014 -3.0040 -6.0964
C -2.6094 -3.9911 -6.8815
C -2.0267 -5.2583 -6.9976
C -0.8202 -5.5300 -6.3348
C -0.2125 -4.5509 -5.5517
C -0.9660 -2.2317 -2.6984
C -0.5899 -1.3750 -1.6403
C -1.3083 -1.3880 -0.4422
C -2.4018 -2.2607 -0.2867
C -2.7496 -3.1329 -1.3282
C -2.0289 -3.1295 -2.5265
C 2.6286 1.3003 -6.0780
C 2.5955 0.5054 -7.2427
C 2.9730 1.0421 -8.4734
C 3.4096 2.3738 -8.5542
C 3.4964 3.1493 -7.3945
C 3.1207 2.6117 -6.1555
C 2.0258 1.9501 -3.3535
C 3.1724 2.0166 -2.5255
C 3.3545 3.1149 -1.6850
C 2.3961 4.1377 -1.6403
C 1.2365 4.0417 -2.4195
C 1.0384 2.9373 -3.2579
H -1.7141 -0.4230 -5.0573
H -0.1407 1.4981 -5.5292
H -2.4547 -2.0153 -6.0299
H -3.5390 -3.7626 -7.4054
H -2.5006 -6.0257 -7.6069
H -0.3515 -6.5087 -6.4311
H 0.7317 -4.7468 -5.0426
H 0.2534 -0.6932 -1.7675
H -1.0207 -0.7177 0.3677
H -2.9709 -2.2515 0.6406
H -3.5940 -3.8165 -1.2040
H -2.3056 -3.8177 -3.3300
H 2.2505 -0.5285 -7.1787
H 2.9104 0.4275 -9.3712
H 3.6717 2.8003 -9.5191
H 3.8406 4.1833 -7.4478
H 3.1919 3.2211 -5.2539
H 3.9085 1.2146 -2.5676
H 4.2565 3.1760 -1.0706
H 2.5552 5.0054 -1.0003
H 0.4811 4.8315 -2.3826
H 0.1226 2.8552 -3.8454
F 0.6717 -0.7274 11.8028
C 0.6114 -0.7799 10.4574
C 0.7382 0.3948 9.7114
F 0.9044 1.5801 10.3377
C 0.6734 0.3265 8.3295
F 0.7275 1.5017 7.6184
C 0.4654 -0.8923 7.6410
O 0.3067 -0.9239 6.3299
C 0.3535 -2.0714 8.4256
F 0.1328 -3.2627 7.8229
C 0.4206 -2.0043 9.8110
F 0.3007 -3.1294 10.5512

5.
19
Properties=species:S:1:pos:R:3 method="wB97M-V/def2-TZVPD" e_above_lowest_kcal_mol=111.6 lumo_energy_ev=0.8 charge=0 e_homo_ha=-0.2804
C 0.7674 -0.4745 1.3453
C -0.5787 0.0163 -1.3816
C -0.5603 -0.6111 0.7834
C 2.1078 -1.0182 1.4566
C -1.6640 -1.5389 1.2186
C -0.1697 2.3309 -2.1932
N -0.0359 0.4924 1.6264
N -0.2720 1.2874 -1.2137
O -0.8896 -0.7981 -2.2035
H 1.9342 -2.1237 1.7747
H 2.8285 -0.7428 2.3188
H 2.6466 -0.8903 0.4599
H -1.1336 -2.5501 1.2172
H -2.3911 -1.4940 0.4547
H -2.1795 -1.3832 2.2000
H 0.5297 3.1209 -2.0476
H 0.2293 1.8866 -3.2013
H -1.0089 2.9872 -2.4200
H -0.1602 1.5031 -0.1947

6.
61
Properties=species:S:1:pos:R:3 method="wB97M-V/def2-TZVPD" lumo_energy_ev=-4.1 charge=+1 e_homo_ha=-0.4160
C -4.1578 -1.3546 2.5472
C -3.6737 -1.3899 1.4548
C -3.0336 -1.2881 0.1340
C -1.6793 -0.5599 0.2189
C -0.6082 -1.3046 0.9923
C -0.7361 -2.6600 1.2631
N -1.9999 0.6569 1.0798
C -0.9245 1.4854 0.7101
N -0.1144 1.9928 1.5549
C 1.0171 2.8698 1.1333
O 1.5735 3.5423 2.2095
C 2.0537 2.7252 3.2364
C 2.7585 1.4387 2.8855
O 1.8740 3.0780 4.3591
N -0.8813 1.6188 -0.6848
C -1.1696 0.1886 -1.0910
C 0.0858 -0.4018 -1.7500
C 1.4215 0.1560 -1.2397
C 2.5813 -0.6186 -1.8822
O 2.7994 -1.8841 -1.3008
C 3.4422 -1.8159 -0.0523
H -4.5442 -1.1795 3.5242
H -3.7169 -0.7144 -0.4959
H -2.9116 -2.3111 -0.2223
H 0.2825 -0.7771 1.3314
H -0.9667 -2.9676 2.2817
H -0.5710 -3.3987 0.4810
H -2.7879 1.1376 0.6452
H -0.2868 1.7377 2.5250
H 0.6095 3.6187 0.4611
H 1.7226 2.2688 0.5580
H 3.4147 1.5842 2.0275
H 2.0250 0.6747 2.6095
H 3.2908 1.0640 3.7506
H -1.6422 2.2018 -1.0199
H -1.9359 0.1601 -1.8668
H 0.1449 -1.4854 -1.6148
H 0.0578 -0.2225 -2.8252
H 1.5451 1.1917 -1.5508
H 1.4824 0.0295 -0.1547
H 3.5008 -0.0279 -1.8207
H 2.3451 -0.7025 -2.9429
H 3.7742 -2.8145 0.2230
H 4.3411 -1.1887 -0.0827
H 2.7505 -1.4637 0.7219
C 5.8842 0.9037 -3.9487
O 4.7555 1.3675 -3.9960
N 6.3076 0.0724 -2.9457
N 6.8211 1.1783 -4.9006
H 7.2307 -0.3144 -2.8988
H 5.6489 -0.1569 -2.2283
H 6.5470 1.7834 -5.6518
H 7.7533 0.8111 -4.8866
C -7.8599 -1.5583 0.9695
O -7.5699 -2.6647 0.5563
N -9.1529 -1.1383 1.1103
N -6.9012 -0.6429 1.3275
H -9.4105 -0.2316 1.4491
H -9.8745 -1.7871 0.8568
H -5.9427 -0.9289 1.2373
H -7.1089 0.2762 1.6690